Record 1
{"formula": "C21H43BN6OP", "method": "wB97M-V/def2-TZVPD", "orbital_gap_ev": 3.9, "charge": -1, "symbols": ["C", "P", "O", "B", "N", "H", "H", "H", "H", "H", "H", "H", "H", "C", "C", "C", "C", "N", "H", "H", "H", "H", "H", "H", "H", "C", "C", "C", "C", "N", "H", "H", "H", "H", "H", "H", "H", "C", "C", "C", "C", "N", "H", "H", "H", "H", "H", "H", "H", "C", "C", "C", "C", "N", "H", "H", "H", "H", "H", "H", "H", "C", "C", "C", "C", "N", "H", "H", "H", "H", "H", "H", "H"], "xyz": [[-3.18893, -1.81107, 1.67874], [-4.49557, -0.71595, 0.77935], [-4.55114, 0.86956, 1.57800], [-6.26684, -1.42421, 0.94012], [-6.48081, -2.37419, 2.10367], [-2.33476, -2.00413, 0.87537], [-3.69734, -2.80905, 2.04835], [-2.67784, -1.22671, 2.57970], [-4.38631, 0.76769, 2.56201], [-6.52744, -2.03457, -0.05791], [-7.01476, -0.49905, 1.05471], [-5.95583, -3.27108, 2.00179], [-6.33705, -1.92303, 3.03343], [-0.89771, -3.30129, -4.18462], [-0.75986, -1.96351, -3.46469], [-1.13601, -2.04321, -1.98386], [-2.58591, -2.47807, -1.84508], [-3.78866, -2.83886, -1.72996], [-1.93287, -3.65704, -4.18182], [-0.59140, -3.20303, -5.23088], [-0.26849, -4.06611, -3.71523], [-1.39154, -1.22241, -3.96962], [0.27593, -1.61756, -3.55292], [-1.00751, -1.06411, -1.51043], [-0.49304, -2.75990, -1.46155], [2.40587, 2.52857, -0.28598], [0.99122, 2.07600, 0.06170], [0.88054, 0.56186, 0.25093], [1.27283, -0.14640, -1.03557], [1.59830, -0.73393, -2.10277], [2.74285, 2.10635, -1.23798], [2.44307, 3.61820, -0.38322], [3.11584, 2.23117, 0.49422], [0.30917, 2.40245, -0.73293], [0.67460, 2.57617, 0.98361], [-0.14776, 0.29005, 0.51170], [1.53638, 0.22641, 1.06161], [6.20775, -1.78141, 0.41292], [5.90175, -0.63564, -0.54653], [6.21442, 0.73857, 0.04883], [5.37262, 0.96200, 1.29464], [4.67434, 1.14733, 2.32812], [5.59342, -1.72640, 1.31719], [5.99659, -2.74347, -0.06455], [7.26242, -1.77254, 0.71094], [4.84387, -0.68536, -0.83221], [6.48919, -0.77165, -1.46127], [5.99146, 1.52380, -0.68122], [7.27509, 0.81140, 0.31253], [9.14349, 4.32003, -2.50513], [9.81668, 3.81438, -1.23308], [10.30047, 2.36772, -1.35065], [9.11879, 1.45186, -1.62527], [8.13853, 0.69211, -1.85311], [8.24178, 3.74602, -2.74083], [8.84056, 5.36499, -2.38505], [9.82543, 4.25861, -3.36093], [9.11041, 3.90381, -0.39859], [10.67120, 4.46010, -1.00249], [10.78696, 2.05751, -0.41987], [11.02861, 2.27031, -2.16317], [-9.27094, 0.40457, 3.02344], [-10.05409, -0.89502, 3.18055], [-11.47241, -0.80724, 2.61367], [-12.25114, 0.27486, 3.34388], [-12.89713, 1.17254, 3.94960], [-9.73778, 1.22699, 3.57463], [-8.25590, 0.28628, 3.41567], [-9.19770, 0.69347, 1.96874], [-10.09437, -1.15827, 4.24463], [-9.51353, -1.69960, 2.66990], [-11.98663, -1.76610, 2.73797], [-11.44547, -0.57258, 1.54406]], "forces_ev_per_angstrom": [[0.74, 0.04, 0.50], [1.33, 1.75, -1.16], [0.94, -1.43, 1.86], [-0.46, -0.90, 0.71], [-0.09, -0.95, 1.41], [-1.79, 0.09, 1.85], [1.26, 1.86, -0.63], [-1.11, -1.30, -1.67], [-0.53, 0.18, -1.57], [0.17, -0.08, -0.62], [-0.13, 0.72, -0.11], [-0.55, 1.20, 0.58], [0.17, -0.93, -0.97], [-0.08, -0.06, -0.10], [0.09, -0.09, -0.47], [-1.32, -0.22, -0.14], [-8.11, -2.50, 1.02], [9.64, 2.69, -1.10], [0.12, 0.02, 0.09], [0.02, -0.03, 0.12], [-0.08, 0.06, -0.06], [0.04, -0.05, 0.19], [-0.39, -0.08, 0.11], [-0.31, -0.25, 0.00], [-0.19, 0.04, -0.02], [0.16, 0.10, 0.05], [0.13, 0.39, -0.20], [0.15, -0.31, -1.00], [2.29, -4.13, -6.94], [-2.12, 4.90, 8.64], [-0.06, -0.03, 0.07], [0.00, -0.12, 0.04], [-0.13, 0.07, -0.13], [-0.01, -0.14, 0.20], [-0.05, -0.22, -0.10], [0.11, -0.14, -0.15], [0.01, -0.07, -0.23], [-0.04, -0.09, 0.05], [-0.22, -0.56, -0.13], [-0.93, -0.04, 0.99], [-4.57, 1.46, 6.99], [5.50, -1.51, -8.14], [0.10, 0.03, -0.06], [0.07, 0.13, 0.06], [-0.11, -0.02, -0.01], [0.12, 0.13, 0.04], [-0.26, 0.19, 0.31], [-0.02, -0.02, 0.29], [-0.38, 0.02, 0.17], [-0.05, 0.11, -0.07], [-0.24, 0.36, -0.06], [-0.98, -0.49, -0.05], [-6.30, -5.38, -1.65], [8.39, 6.33, 1.37], [0.15, 0.01, 0.02], [0.08, -0.14, -0.05], [-0.12, 0.01, 0.09], [0.19, -0.08, -0.06], [-0.04, -0.20, 0.05], [-0.16, -0.16, -0.17], [-0.21, -0.13, 0.05], [0.07, 0.08, 0.01], [0.46, 0.07, 0.10], [-0.38, 0.73, 0.74], [-4.63, 5.97, 3.87], [5.12, -7.10, -4.74], [-0.08, -0.07, -0.04], [-0.13, -0.02, -0.23], [0.11, -0.08, 0.19], [-0.12, -0.05, -0.16], [-0.08, 0.08, 0.02], [-0.12, 0.25, 0.02], [-0.08, 0.11, 0.19]], "lowdin_charge": [-0.366, 0.789, -0.476, -0.879, -0.101, -0.005, 0.027, 0.032, 0.019, -0.006, -0.005, 0.016, 0.024, -0.120, -0.292, -0.222, -0.189, 0.131, 0.066, 0.066, 0.074, 0.114, 0.055, 0.076, 0.113, -0.119, -0.262, -0.170, -0.136, 0.129, 0.067, 0.072, 0.037, 0.115, 0.114, 0.113, 0.116, -0.112, -0.289, -0.237, -0.167, 0.103, 0.067, 0.073, 0.074, 0.105, 0.071, 0.103, 0.083, -0.114, -0.275, -0.184, -0.100, 0.148, 0.071, 0.075, 0.078, 0.113, 0.109, 0.114, 0.117, -0.119, -0.274, -0.200, -0.176, 0.078, 0.061, 0.071, 0.076, 0.108, 0.105, 0.108, 0.116]}


Record 2
{"formula": "C21H43Cl2N3O8P", "method": "wB97M-V/def2-TZVPD", "orbital_gap_ev": 6.3, "charge": 1, "symbols": ["C", "C", "N", "N", "C", "Cl", "C", "N", "C", "C", "C", "C", "O", "C", "P", "O", "Cl", "H", "H", "H", "H", "H", "H", "H", "H", "H", "H", "H", "H", "H", "C", "O", "C", "C", "O", "C", "H", "H", "H", "H", "H", "H", "H", "H", "H", "H", "C", "O", "C", "C", "O", "C", "H", "H", "H", "H", "H", "H", "H", "H", "H", "H", "C", "O", "C", "C", "O", "C", "H", "H", "H", "H", "H", "H", "H", "H", "H", "H"], "xyz": [[8.90697, 2.72944, -1.17267], [8.00963, 1.58083, -1.67842], [6.56956, 1.84370, -1.45492], [5.91807, 2.22822, -2.52596], [4.64650, 2.49220, -2.38715], [3.80459, 2.98221, -3.78822], [3.92965, 2.40296, -1.16883], [2.63123, 2.72499, -1.03552], [1.66849, 1.87255, -0.85584], [0.84244, 1.85763, 0.37290], [1.32525, 0.89075, -1.93450], [4.68549, 1.96848, -0.06729], [4.06496, 1.81004, 1.11478], [6.04989, 1.70166, -0.22477], [7.21984, 1.12682, 1.15626], [6.95484, -0.47069, 1.03873], [6.36248, 1.74151, 2.90485], [8.32134, 3.48125, -0.65246], [9.63245, 2.33303, -0.47179], [9.41984, 3.18038, -2.01219], [8.29193, 0.60907, -1.28838], [8.14244, 1.52807, -2.75160], [-0.17955, 1.59311, 0.10814], [0.78821, 2.83616, 0.84228], [1.21208, 1.11469, 1.07826], [0.37864, 0.39694, -1.75841], [1.24116, 1.46479, -2.85383], [2.13862, 0.17101, -2.04045], [3.66304, 2.65999, 1.35196], [6.18517, -0.71330, 0.51068], [-4.26322, 0.11291, 2.69455], [-3.73780, -0.48946, 3.86167], [-2.63473, -1.34608, 3.60836], [-1.32548, -0.68045, 3.96345], [-1.03610, 0.41736, 3.10104], [-1.31144, 1.67283, 3.69907], [-4.96438, 0.88434, 3.00779], [-3.47804, 0.57421, 2.08886], [-4.80226, -0.62500, 2.09041], [-2.62870, -1.67273, 2.56438], [-2.76202, -2.23126, 4.23778], [-0.51696, -1.40747, 3.83989], [-1.33260, -0.35736, 5.00771], [-0.56549, 1.90488, 4.46685], [-2.30826, 1.69785, 4.14310], [-1.25689, 2.43248, 2.91900], [-3.98286, -4.29899, 2.06095], [-3.84282, -4.71118, 3.40653], [-5.00860, -5.34164, 3.92240], [-4.86042, -6.84542, 3.95942], [-4.79320, -7.39687, 2.65390], [-3.47904, -7.74105, 2.25711], [-2.99703, -4.00941, 1.69812], [-4.36924, -5.10187, 1.42909], [-4.65028, -3.43107, 2.00030], [-5.88987, -5.06134, 3.33860], [-5.14752, -4.97587, 4.94406], [-5.74267, -7.27211, 4.44583], [-3.98121, -7.12851, 4.54572], [-3.13704, -8.63251, 2.79336], [-2.77652, -6.92173, 2.43047], [-3.50387, -7.96427, 1.19179], [-0.31611, 2.39191, -5.40944], [-1.28044, 1.66681, -4.66860], [-1.93638, 2.45288, -3.68429], [-3.31612, 2.88225, -4.13033], [-3.24956, 3.78977, -5.21410], [-3.53730, 3.19318, -6.46877], [-0.01164, 1.77259, -6.25111], [-0.72229, 3.33096, -5.79028], [0.56726, 2.60444, -4.79206], [-1.33244, 3.32882, -3.42365], [-2.03551, 1.82600, -2.79020], [-3.80642, 3.40184, -3.30091], [-3.92273, 2.00934, -4.38797], [-4.60564, 2.97095, -6.55053], [-2.96280, 2.27663, -6.62211], [-3.27053, 3.90994, -7.24279]], "forces_ev_per_angstrom": [[-0.23, -0.53, 0.17], [0.62, 0.57, -0.59], [0.70, -0.41, 0.28], [-0.17, -0.01, 0.13], [0.03, 0.44, -0.14], [0.03, 0.02, -0.07], [-0.21, 0.33, -1.31], [0.39, -1.06, 1.64], [0.05, 0.33, -0.14], [-1.26, 1.01, -0.59], [0.35, 0.05, 0.26], [0.20, -0.04, -0.24], [0.28, -0.07, 0.01], [-1.12, -0.02, 0.53], [1.04, 0.13, -0.07], [-0.29, 0.29, -0.24], [-0.18, -0.10, -0.25], [0.00, 0.17, 0.00], [0.16, 0.10, 0.07], [0.07, 0.19, -0.03], [-0.21, -0.07, 0.30], [-0.35, -0.17, -0.16], [-0.09, -0.25, 0.22], [0.34, 0.05, 0.21], [0.18, -0.12, -0.05], [0.02, -0.25, 0.13], [0.09, -0.08, -0.20], [-0.04, -0.15, -0.18], [-0.36, -0.10, 0.07], [-0.16, -0.27, 0.28], [-0.06, -0.04, 0.06], [0.07, 0.11, -0.14], [-0.15, -0.01, 0.35], [0.18, -0.14, -0.27], [-0.02, 0.13, 0.03], [0.05, -0.01, -0.05], [-0.02, -0.03, 0.04], [0.00, -0.02, -0.02], [0.03, 0.03, -0.07], [0.03, 0.03, -0.02], [0.03, -0.05, -0.07], [-0.01, -0.01, 0.04], [-0.04, 0.03, 0.00], [-0.05, 0.02, 0.05], [0.00, 0.00, 0.02], [0.01, -0.02, -0.02], [-0.01, 0.04, 0.08], [0.01, -0.04, -0.13], [0.19, 0.07, 0.24], [-0.26, -0.12, -0.13], [0.13, 0.10, -0.02], [-0.04, -0.05, -0.02], [0.01, 0.00, 0.04], [-0.03, 0.01, 0.00], [-0.03, -0.03, -0.10], [0.00, -0.02, -0.03], [-0.04, 0.00, -0.01], [0.02, 0.01, 0.04], [0.03, 0.04, 0.00], [0.06, 0.03, 0.01], [0.01, -0.01, 0.02], [-0.05, -0.02, 0.00], [-0.06, -0.08, -0.04], [0.15, 0.12, 0.01], [-0.03, -0.33, 0.07], [-0.04, 0.33, 0.04], [0.10, -0.12, -0.08], [-0.05, 0.06, -0.01], [0.00, -0.04, 0.03], [0.02, 0.03, 0.03], [0.00, 0.09, -0.03], [-0.02, 0.04, -0.03], [-0.03, 0.05, 0.02], [-0.01, -0.05, 0.02], [0.04, -0.04, 0.00], [0.01, -0.06, -0.02], [-0.01, -0.02, 0.01], [-0.01, 0.05, 0.03]], "lowdin_charge": [-0.070, -0.180, -0.120, 0.134, -0.619, 0.802, -0.225, 0.153, -0.296, -0.006, 0.015, -0.239, 0.017, -0.225, 0.610, -0.304, 0.318, 0.077, 0.069, 0.079, 0.107, 0.123, 0.088, 0.097, 0.110, 0.090, 0.068, 0.106, 0.139, 0.070, -0.108, -0.180, -0.205, -0.193, -0.211, -0.110, 0.092, 0.080, 0.084, 0.115, 0.126, 0.126, 0.129, 0.090, 0.088, 0.079, -0.118, -0.200, -0.198, -0.204, -0.188, -0.112, 0.084, 0.087, 0.085, 0.128, 0.127, 0.128, 0.127, 0.090, 0.082, 0.089, -0.107, -0.194, -0.214, -0.207, -0.186, -0.102, 0.095, 0.090, 0.061, 0.126, 0.118, 0.128, 0.130, 0.092, 0.084, 0.091]}


Record 3
{"formula": "C21H43N2NdP3SSe", "method": "wB97M-V/def2-TZVPD", "s2": 3.754, "orbital_gap_ev": [6.0, 6.1], "spin_multiplicity": 4, "charge": 3, "symbols": ["Nd", "P", "P", "P", "H", "C", "C", "H", "C", "C", "C", "C", "C", "C", "C", "C", "C", "H", "H", "H", "H", "H", "H", "H", "H", "H", "H", "H", "H", "H", "H", "H", "H", "H", "H", "H", "H", "H", "H", "H", "H", "H", "H", "H", "H", "H", "C", "C", "C", "C", "C", "C", "Se", "H", "H", "H", "H", "H", "H", "C", "N", "C", "C", "N", "C", "S", "H", "H", "H", "H", "H", "H"], "xyz": [[0.00263, -0.09407, 0.02889], [0.24926, -2.38577, 1.88961], [1.72593, 1.45454, 1.82683], [-2.33591, -1.34090, -1.22499], [1.53175, 1.89669, -1.83110], [0.49969, 1.67347, -2.12012], [-0.54929, 2.25687, -1.41199], [-0.39525, 3.03275, -0.66728], [1.48068, -3.61024, 1.29426], [0.79830, -2.19988, 3.62446], [-1.20781, -3.47233, 2.11544], [2.15733, 3.13440, 1.24085], [1.60510, 1.77693, 3.62369], [3.33644, 0.58322, 1.72441], [-2.97456, -0.42057, -2.67187], [-3.88955, -2.02394, -0.55870], [-1.62273, -2.82936, -2.03099], [0.33201, 1.26044, -3.10533], [-1.58557, 2.16730, -1.72864], [1.50924, -4.38563, 2.04205], [2.46305, -3.14877, 1.18015], [1.17116, -4.01672, 0.33078], [0.92948, -3.21276, 4.00628], [0.04040, -1.68557, 4.22228], [1.74679, -1.65756, 3.70329], [-0.88092, -4.28354, 2.76737], [-1.56036, -3.88812, 1.16482], [-2.03026, -2.93843, 2.60086], [3.21017, 3.35932, 1.46456], [1.51264, 3.88764, 1.71848], [2.00230, 3.19550, 0.15440], [2.58640, 2.07476, 4.02174], [1.26583, 0.88266, 4.15940], [0.88371, 2.57832, 3.83149], [4.11692, 1.26970, 2.07507], [3.53606, 0.28404, 0.68529], [3.30903, -0.31854, 2.35144], [-3.30559, -1.11820, -3.45773], [-2.18211, 0.22939, -3.07458], [-3.81880, 0.21463, -2.36241], [-4.33492, -2.72100, -1.28389], [-4.61586, -1.22598, -0.35145], [-3.69847, -2.55896, 0.38093], [-2.31364, -3.15210, -2.82045], [-1.49655, -3.62981, -1.28986], [-0.63541, -2.59743, -2.45723], [2.98234, -0.86616, -3.39113], [2.96351, 0.41932, -3.95309], [3.65270, 0.69084, -5.13927], [4.40974, -0.29868, -5.76215], [4.47613, -1.56611, -5.17363], [3.76185, -1.85684, -4.00792], [2.00978, -1.43381, -1.72470], [1.16839, -0.13491, -1.94514], [2.40021, 1.22265, -3.47985], [3.60260, 1.69151, -5.57443], [4.94656, -0.08434, -6.67973], [5.09062, -2.33361, -5.63327], [3.80830, -2.86034, -3.57134], [-2.03057, 3.51407, 3.32243], [-3.07790, 2.93382, 2.48589], [-4.29908, 3.51884, 2.21072], [-5.03458, 2.61234, 1.52617], [-4.25854, 1.47309, 1.38675], [-3.03354, 1.68862, 1.95246], [-1.75412, 0.58849, 2.16176], [-1.92337, 2.97149, 4.26817], [-1.06973, 3.49091, 2.80161], [-2.32245, 4.54153, 3.53883], [-4.51581, 4.51311, 2.53826], [-6.01177, 2.67985, 1.12057], [-4.50999, 0.58793, 0.94148]], "forces_ev_per_angstrom": [[-0.80, -0.31, 1.87], [0.17, -0.74, 0.29], [0.89, 0.55, 0.72], [-0.74, -0.63, -0.77], [-0.28, 0.05, -0.06], [-2.17, 2.71, 1.26], [1.73, -0.29, -2.07], [0.33, -0.44, 0.48], [-0.22, 0.69, -0.35], [-0.07, 0.37, -0.08], [-0.10, 0.26, -0.11], [-0.13, 0.14, -0.47], [-0.36, -0.25, 0.27], [-0.11, -0.06, -0.19], [0.19, 0.38, -0.13], [-0.08, -0.07, 0.57], [0.24, 0.09, 0.09], [-0.13, -0.48, 0.05], [0.10, -0.22, -0.18], [0.21, -0.46, 0.12], [0.01, -0.10, 0.09], [0.02, -0.11, 0.04], [0.05, 0.06, 0.15], [0.09, -0.05, -0.08], [-0.16, -0.14, -0.03], [-0.14, -0.10, -0.05], [0.11, 0.05, 0.18], [0.13, -0.03, -0.06], [-0.35, -0.01, -0.03], [0.21, -0.26, -0.15], [0.21, 0.18, 0.23], [-0.24, -0.06, -0.22], [0.10, 0.16, -0.08], [0.19, -0.23, -0.13], [-0.04, -0.33, -0.05], [0.13, 0.08, 0.30], [0.11, 0.23, -0.15], [0.06, 0.30, 0.29], [-0.33, -0.20, -0.11], [0.27, -0.17, -0.16], [0.14, 0.25, 0.17], [0.18, -0.21, -0.12], [-0.10, 0.07, -0.24], [0.25, -0.08, 0.18], [-0.05, 0.12, -0.22], [-0.38, -0.18, -0.03], [1.05, -0.36, -0.91], [-0.52, 0.00, 0.63], [0.00, -0.11, 0.08], [-0.23, -0.26, 0.57], [-0.14, 0.30, -0.01], [-0.30, -0.19, 0.47], [0.01, 1.76, -1.34], [0.71, -1.42, -0.13], [0.39, -0.23, -0.33], [-0.03, -0.31, 0.23], [-0.05, -0.05, 0.13], [-0.14, 0.01, 0.12], [0.06, 0.33, -0.28], [0.08, 0.19, 0.14], [0.16, -0.83, -0.33], [0.05, -0.55, -0.11], [0.47, -0.11, 0.13], [1.04, 0.19, 0.11], [-1.31, 0.71, 0.17], [0.56, -0.51, -0.29], [-0.18, 0.00, -0.25], [-0.22, 0.07, -0.02], [0.16, -0.08, -0.04], [-0.19, 0.23, 0.04], [-0.58, 0.04, -0.16], [0.02, 0.65, 0.35]], "lowdin_spin": [3.049, -0.006, -0.007, -0.007, 0.000, 0.000, -0.005, 0.000, -0.001, -0.001, 0.000, 0.000, -0.002, 0.000, -0.001, -0.001, 0.000, 0.000, 0.000, 0.000, 0.000, 0.000, 0.000, 0.000, 0.000, 0.000, 0.000, 0.000, 0.000, 0.000, 0.000, 0.000, 0.000, 0.000, 0.000, 0.000, 0.000, 0.000, 0.000, 0.000, 0.000, 0.000, 0.000, 0.000, 0.000, 0.000, 0.000, 0.000, 0.000, 0.000, 0.000, 0.000, -0.001, -0.002, 0.000, 0.000, 0.000, 0.000, 0.000, 0.000, -0.001, 0.000, -0.001, -0.001, -0.001, -0.008, 0.000, 0.000, 0.000, 0.000, 0.000, 0.000]}